1.
The following is a DFT calculation (wB97M-V/def2-TZVPD) of a molecular structure, C27H21F2IrN2Te in a non-equilibrium geometry.

Atoms and positions in Å:
Ir: -1.28125 -0.25794 -1.46524
Te: -0.33739 1.65326 0.30060
F: -3.60281 -2.30029 -5.87377
F: -3.22946 -5.19936 -2.24165
N: 5.49106 -2.52024 -3.56813
N: -1.76053 -1.95398 0.05898
C: -3.32861 -2.49591 -4.58088
C: 3.15807 -1.73164 -2.86903
C: 0.66863 -0.71977 -2.09362
C: -2.70195 -2.90066 -1.89563
C: -1.85587 -4.26424 1.54003
C: 0.89988 -1.12072 -3.41526
C: 1.49444 3.23067 3.97746
C: 0.43153 2.94280 1.84639
C: 1.71472 -0.84376 -1.17714
C: -1.33146 -1.96461 1.31267
C: 0.53409 4.32042 1.60679
C: -3.11329 -3.95106 -2.72293
C: 0.81426 0.92456 3.32191
C: 4.43906 -2.18701 -3.26148
C: 2.25434 5.48800 4.77261
C: -2.36266 -4.23722 0.25567
C: -2.28584 -3.06157 -0.50220
C: 1.11998 5.12329 2.57194
C: 2.12614 -1.62558 -3.80408
C: 0.91729 2.39046 3.04353
C: 0.04093 4.96967 0.35634
C: 1.61238 4.60291 3.76387
C: -3.39593 -3.77858 -4.06407
C: -1.33463 -3.10143 2.09233
C: 2.94666 -1.34032 -1.54570
C: -2.98963 -1.40980 -3.79028
C: -2.63477 -1.59530 -2.45737
H: -0.40169 4.24252 -0.32766
H: 1.86889 2.81417 4.90126
H: 3.74883 -1.41404 -0.82715
H: -3.01637 -0.43005 -4.24420
H: 1.57275 -0.52225 -0.15140
H: -0.97495 -1.01818 1.69905
H: -3.66970 -4.62112 -4.67769
H: 1.26690 0.67775 4.27850
H: -2.80723 -5.12698 -0.15150
H: 1.32548 0.35201 2.54546
H: 0.86439 5.46961 -0.15154
H: -1.87379 -5.18448 2.10409
H: -0.94245 -3.08182 3.09322
H: 1.19767 6.18506 2.38589
H: 3.11082 5.99520 4.33152
H: -0.70964 5.72060 0.59750
H: 0.12229 -1.02138 -4.15998
H: 2.58729 4.92415 5.63819
H: 2.29386 -1.92293 -4.82906
H: 1.55311 6.25428 5.09811
H: -0.23381 0.62283 3.35472

Results
Multiplicity: 2
Net charge: +1
Frontier orbital gap (alpha / beta): 6.11 / 5.78 eV
⟨S²⟩: 0.7761
LUMO (alpha / beta): -5.28 / -5.54 eV
HOMO energy (alpha / beta): -11.38 / -11.32 eV

2.
The following is a DFT calculation (wB97M-V/def2-TZVPD) of a molecular structure, C8H18Cl2EuN2O3P in a non-equilibrium geometry.

Atoms and positions in Å:
Eu: 0.36106 2.28511 1.01263
Cl: 1.82429 -1.96623 0.07314
Cl: -0.25961 4.73712 0.53169
P: 0.03065 1.22522 -2.06296
O: -2.82591 1.05644 -0.10453
O: -0.71696 -1.84639 -0.44341
O: 0.09329 0.60552 2.70009
N: -1.62062 -0.91821 2.78986
N: -0.02780 -0.86559 4.46118
C: 1.13950 -0.39396 5.16906
C: -1.40036 1.85060 -3.01518
C: 0.53316 -3.66141 -1.50599
C: 1.22012 2.57396 -2.40656
C: 0.57629 -0.01870 -3.28068
C: -1.72187 1.33219 0.10669
C: -0.48292 -0.36288 3.29774
C: 0.32246 -2.44782 -0.64689
H: -0.10991 -0.87640 -3.27973
H: -2.01920 -1.69646 3.29108
H: -0.60280 -1.58392 4.88505
H: -0.40358 -3.92971 -1.98157
H: 1.87470 0.02935 4.47759
H: 0.88279 -4.49149 -0.87147
H: -1.76039 2.78811 -2.57938
H: 0.86482 0.36133 5.91048
H: 1.57836 -1.24652 5.68926
H: -2.20553 1.10719 -2.97956
H: 1.58281 -0.37992 -3.03637
H: 0.58422 0.42275 -4.28705
H: 2.23297 2.18844 -2.23164
H: 1.10404 2.86369 -3.45769
H: 1.30223 -3.46851 -2.26126
H: -1.89429 -0.71782 1.84039
H: -1.09294 2.00783 -4.05685
H: 1.03691 3.43712 -1.74716

Results
Multiplicity: 7
Net charge: +2
Frontier orbital gap (alpha / beta): 5.53 / 8.53 eV
⟨S²⟩: 12.0972
LUMO (alpha / beta): -10.80 / -7.87 eV
HOMO energy (alpha / beta): -16.33 / -16.40 eV

3.
The following is a DFT calculation (wB97M-V/def2-TZVPD) of C5H5N in the gas phase in a non-equilibrium geometry.

Atoms and positions in Å:
N: 2.71991 0.48703 0.03501
C: -0.28648 -1.32831 -0.61708
C: -0.64667 1.21941 0.04126
C: 1.60435 0.25134 -0.00042
C: 0.18775 -0.01229 -0.04293
C: -0.23809 -1.42724 0.70401
H: -1.50857 1.16158 -0.71147
H: -0.67119 -1.82304 -1.51978
H: 0.05515 1.84340 -0.49466
H: -0.99068 1.59063 1.04649
H: -0.22547 -1.96250 1.55959

Results
Multiplicity: 1
Frontier orbital gap: 11.06 eV
SMILES: CC1(C#N)C=C1
LUMO: 0.95 eV
HOMO energy: -10.12 eV

4.
The following is a DFT calculation (wB97M-V/def2-TZVPD) of C5H3N in the gas phase in a non-equilibrium geometry.

Atoms and positions in Å:
N: -1.14124 2.41367 1.66315
C: 0.22084 -0.63858 -0.02308
C: 1.24598 -1.45416 -2.02600
C: -0.25267 0.35497 0.60624
C: 0.81110 -1.65157 -0.72730
C: -0.81353 1.36994 1.15928
H: 0.89048 -0.53362 -2.50808
H: 1.03313 -2.58583 -0.22572
H: -1.99408 2.72518 2.08153

Results
Multiplicity: 1
Frontier orbital gap (alpha / beta): 6.53 / 6.36 eV
LUMO (alpha / beta): -1.24 / -1.25 eV
HOMO energy (alpha / beta): -7.77 / -7.61 eV

Asked for relative energy (zero: lowest compared OMol25 entry of this formula, charge and spin) across the records above, the calculation gives 49.1 12.7 80.8 91.8 kcal/mol in order.